Entry 1:
111
Properties=species:S:1:pos:R:3:lowdin_charge:R:1 method="wB97M-V/def2-TZVPD" homo_ha=-0.368 total_charge=0 homo_lumo_gap_ev=10.320 smiles=CC(C)O.CC(C)O.CC(C)O.CC(C)O.CCO.CCO.CCO.CCO.CCO.CCO.CCO de_lowest_kj_mol=553.5 molar_mass_da=562.87
C 6.430 -4.486 10.838 -0.065
C 5.875 -5.342 9.701 -0.496
C 5.198 -4.447 8.650 -0.070
O 6.936 -5.778 8.925 -0.047
H 5.690 -4.068 11.520 0.079
H 7.177 -3.728 10.604 0.083
H 6.942 -5.205 11.476 0.072
H 5.202 -6.064 10.163 0.134
H 5.130 -4.931 7.676 0.072
H 5.666 -3.466 8.571 0.085
H 4.142 -4.275 8.859 0.072
H 6.524 -6.080 8.112 0.079
C 1.713 -1.464 2.277 -0.032
C 0.535 -1.015 1.332 -0.538
C 1.060 -0.069 0.298 -0.090
O -0.118 -2.116 0.820 -0.019
H 2.387 -2.058 1.660 0.076
H 1.321 -2.034 3.119 0.074
H 2.266 -0.564 2.548 0.072
H -0.162 -0.362 1.858 0.128
H 1.680 0.762 0.635 0.077
H 0.342 0.416 -0.364 0.077
H 1.794 -0.547 -0.351 0.080
H -0.928 -1.743 0.464 0.096
C -5.177 -4.124 4.534 -0.063
C -5.566 -3.421 5.846 -0.499
C -4.620 -2.266 6.061 -0.082
O -6.828 -2.865 5.633 -0.046
H -4.233 -4.664 4.606 0.072
H -4.932 -3.464 3.702 0.081
H -5.968 -4.839 4.308 0.076
H -5.500 -4.098 6.698 0.139
H -4.584 -1.963 7.108 0.069
H -4.671 -1.320 5.521 0.086
H -3.598 -2.635 5.982 0.074
H -7.499 -3.070 6.288 0.093
C -5.239 7.174 -3.949 -0.083
C -4.707 7.352 -2.584 -0.570
C -5.798 7.442 -1.512 -0.027
O -3.742 6.395 -2.384 -0.032
H -6.105 7.803 -4.156 0.080
H -5.599 6.178 -4.207 0.088
H -4.436 7.373 -4.658 0.082
H -4.161 8.295 -2.608 0.129
H -5.382 8.108 -0.756 0.080
H -6.001 6.394 -1.291 0.087
H -6.686 7.868 -1.981 0.073
H -3.185 6.299 -3.160 0.092
C -8.349 -1.032 -1.798 -0.098
C -7.078 -0.194 -1.797 -0.317
O -6.324 -0.421 -0.595 -0.084
H -8.839 -0.852 -2.754 0.068
H -9.046 -0.763 -1.004 0.071
H -8.151 -2.103 -1.773 0.074
H -7.290 0.865 -1.943 0.104
H -6.499 -0.444 -2.686 0.106
H -6.748 0.075 0.110 0.077
C 8.445 3.751 -1.219 -0.102
C 7.117 3.905 -0.503 -0.307
O 7.286 4.315 0.881 -0.090
H 8.986 4.623 -0.853 0.072
H 8.290 4.002 -2.268 0.070
H 9.140 2.923 -1.074 0.073
H 6.607 2.942 -0.523 0.106
H 6.667 4.710 -1.084 0.105
H 6.430 4.524 1.261 0.073
C 5.463 -5.908 -1.931 -0.098
C 7.001 -5.712 -1.957 -0.271
O 7.592 -6.993 -1.603 -0.108
H 5.019 -6.651 -2.594 0.063
H 4.822 -5.110 -2.305 0.062
H 5.198 -6.127 -0.897 0.072
H 7.220 -4.992 -1.169 0.104
H 7.459 -5.430 -2.905 0.103
H 7.747 -7.547 -2.371 0.073
C -2.003 1.149 -7.961 -0.098
C -3.459 1.065 -8.421 -0.307
O -3.401 1.770 -9.666 -0.092
H -1.333 0.696 -8.692 0.073
H -1.982 0.591 -7.024 0.067
H -1.649 2.159 -7.759 0.073
H -4.284 1.383 -7.784 0.109
H -3.765 0.019 -8.429 0.098
H -2.936 1.228 -10.308 0.077
C 1.316 2.918 7.288 -0.083
C 0.731 3.917 6.292 -0.382
O 1.662 4.399 5.424 -0.053
H 2.053 3.386 7.940 0.070
H 1.804 2.038 6.869 0.072
H 0.517 2.624 7.969 0.071
H 0.335 4.753 6.868 0.107
H -0.142 3.480 5.807 0.107
H 1.237 5.091 4.913 0.091
C 3.201 4.538 -6.155 -0.091
C 3.406 6.078 -6.058 -0.278
O 2.105 6.742 -6.137 -0.102
H 4.047 4.129 -5.603 0.062
H 3.176 4.124 -7.163 0.065
H 2.315 4.255 -5.587 0.069
H 4.214 6.387 -6.722 0.103
H 3.708 6.348 -5.046 0.101
H 1.860 6.986 -7.033 0.071
C -3.864 -4.805 -5.262 -0.088
C -3.105 -5.529 -6.383 -0.376
O -2.195 -6.348 -5.785 -0.049
H -4.288 -5.459 -4.500 0.073
H -4.645 -4.185 -5.702 0.067
H -3.234 -4.095 -4.725 0.070
H -2.620 -4.736 -6.952 0.105
H -3.808 -6.004 -7.067 0.108
H -1.724 -6.736 -6.526 0.090

Entry 2:
151
Properties=species:S:1:pos:R:3:lowdin_charge:R:1 method="wB97M-V/def2-TZVPD" homo_ha=-0.301 total_charge=0 homo_lumo_gap_ev=8.539 molar_mass_da=915.27
N -7.342 -0.564 0.060 0.003
C -6.566 0.451 0.610 -0.135
C -5.380 0.483 -0.060 -0.076
C -5.479 -0.477 -1.218 -0.077
C -6.668 -1.082 -1.043 -0.163
H -8.233 -0.820 0.421 0.130
H -6.997 0.961 1.480 0.113
H -4.553 1.109 0.035 0.047
H -4.759 -0.530 -2.024 0.071
H -7.165 -1.875 -1.551 0.096
N -2.065 3.937 -1.074 0.034
C -3.270 4.541 -1.180 -0.138
C -3.871 4.407 0.039 -0.105
C -2.983 3.668 0.907 -0.111
C -1.860 3.474 0.207 -0.154
H -1.353 3.904 -1.787 0.092
H -3.598 4.963 -2.129 0.115
H -4.800 4.850 0.339 0.083
H -3.259 3.416 1.911 0.096
H -0.927 3.029 0.514 0.091
N 3.563 5.115 1.917 0.010
C 2.386 4.786 1.264 -0.149
C 2.390 3.468 1.033 -0.094
C 3.587 2.937 1.661 -0.080
C 4.267 3.998 2.182 -0.141
H 3.821 6.053 2.196 0.150
H 1.639 5.511 1.089 0.097
H 1.637 2.913 0.521 0.064
H 3.878 1.924 1.684 0.078
H 5.208 4.069 2.716 0.121
N -3.219 0.264 -7.209 0.008
C -2.631 1.385 -6.769 -0.178
C -3.081 1.588 -5.525 -0.132
C -4.039 0.577 -5.186 -0.087
C -4.130 -0.178 -6.291 -0.150
H -2.854 -0.311 -7.950 0.148
H -1.875 1.962 -7.318 0.123
H -2.823 2.384 -4.864 0.084
H -4.634 0.452 -4.295 0.084
H -4.715 -1.088 -6.405 0.115
N 0.878 5.009 -2.202 0.036
C 0.145 5.935 -2.871 -0.163
C -0.436 5.409 -3.959 -0.091
C 0.060 4.063 -4.002 -0.111
C 0.807 3.837 -2.893 -0.170
H 1.334 5.150 -1.309 0.129
H -0.029 6.881 -2.402 0.113
H -1.073 5.931 -4.606 0.082
H -0.132 3.348 -4.827 0.094
H 1.394 2.953 -2.657 0.114
C -3.455 -3.417 3.378 -0.132
C -3.765 -1.909 3.814 -0.098
C -2.305 -1.420 4.301 -0.226
O -1.479 -2.057 3.425 -0.152
C -1.953 -3.361 3.107 -0.198
H -3.986 -3.727 2.482 0.098
H -3.705 -4.069 4.219 0.104
H -4.488 -1.901 4.637 0.092
H -4.060 -1.182 3.019 0.104
H -2.127 -1.650 5.372 0.119
H -2.204 -0.337 4.314 0.085
H -1.422 -4.101 3.707 0.118
H -1.724 -3.608 2.096 0.096
C 1.102 -5.498 0.843 -0.136
C 1.711 -4.238 1.644 -0.114
C 2.032 -4.921 2.981 -0.220
O 1.462 -6.217 3.007 -0.143
C 1.596 -6.691 1.690 -0.214
H 1.409 -5.515 -0.206 0.091
H 0.032 -5.580 0.923 0.092
H 0.928 -3.478 1.691 0.082
H 2.502 -3.906 1.004 0.084
H 1.682 -4.446 3.877 0.103
H 3.138 -5.001 3.149 0.125
H 0.971 -7.572 1.657 0.121
H 2.633 -6.891 1.461 0.114
C 0.495 3.450 4.602 -0.128
C -0.346 2.987 5.824 -0.141
C -0.826 1.628 5.301 -0.195
O -1.184 1.902 3.935 -0.170
C -0.275 2.831 3.404 -0.217
H 1.469 2.983 4.614 0.076
H 0.596 4.532 4.461 0.111
H -1.164 3.655 6.080 0.109
H 0.249 2.770 6.731 0.117
H -1.616 1.196 5.898 0.116
H 0.059 0.976 5.229 0.117
H -0.861 3.600 2.886 0.112
H 0.411 2.392 2.721 0.063
C -0.959 -0.005 -0.816 -0.166
C -1.601 -0.017 0.588 -0.123
C -0.300 0.011 1.441 -0.139
O 0.630 0.915 0.703 -0.188
C 0.237 0.937 -0.678 -0.219
H -1.675 0.233 -1.622 0.118
H -0.518 -0.998 -1.012 0.076
H -2.166 -0.924 0.711 0.087
H -2.265 0.860 0.771 0.101
H 0.231 -0.957 1.431 0.112
H -0.429 0.319 2.470 0.080
H 1.028 0.463 -1.283 0.100
H 0.104 1.962 -1.049 0.075
C 6.229 -2.452 -1.296 -0.125
C 5.163 -1.575 -2.017 -0.159
C 4.484 -0.824 -0.861 -0.203
O 4.531 -1.726 0.253 -0.191
C 5.854 -2.305 0.246 -0.163
H 7.195 -2.036 -1.489 0.088
H 6.237 -3.458 -1.630 0.084
H 4.414 -2.182 -2.502 0.093
H 5.586 -0.900 -2.753 0.103
H 3.431 -0.550 -1.048 0.108
H 5.064 0.034 -0.573 0.109
H 5.771 -3.217 0.840 0.113
H 6.530 -1.588 0.707 0.107
C 4.074 0.993 4.765 -0.356
O 5.104 1.007 5.434 -0.018
N 3.484 -0.087 4.252 -0.178
C 2.327 0.110 3.418 -0.064
C 4.095 -1.399 4.367 -0.024
H 3.633 2.014 4.561 0.129
H 2.031 1.164 3.307 0.064
H 1.491 -0.488 3.808 0.094
H 2.550 -0.231 2.399 0.091
H 4.294 -1.779 3.340 0.090
H 4.986 -1.344 4.965 0.076
H 3.376 -2.148 4.815 0.102
C -1.105 -5.277 -2.228 -0.375
O -0.181 -6.052 -2.323 0.004
N -0.954 -3.956 -2.176 -0.162
C 0.435 -3.428 -2.085 -0.017
C -2.066 -3.046 -1.993 -0.059
H -2.128 -5.649 -2.219 0.131
H 0.785 -3.334 -1.054 0.073
H 0.403 -2.411 -2.485 0.064
H 1.195 -4.070 -2.587 0.104
H -2.043 -2.176 -2.673 0.084
H -3.007 -3.586 -2.083 0.084
H -2.076 -2.659 -0.950 0.083
C 2.642 0.048 -4.735 -0.283
O 2.834 0.019 -3.525 -0.003
N 1.383 0.221 -5.295 -0.170
C 1.199 0.060 -6.711 -0.090
C 0.149 0.263 -4.467 -0.007
H 3.459 0.021 -5.493 0.142
H 0.830 0.935 -7.266 0.085
H 0.456 -0.691 -6.986 0.085
H 2.067 -0.268 -7.225 0.067
H -0.486 0.970 -4.968 0.051
H -0.279 -0.743 -4.367 0.095
H 0.518 0.599 -3.525 0.048

Entry 3:
15
Properties=species:S:1:pos:R:3:lowdin_charge:R:1 method="wB97M-V/def2-TZVPD" homo_ha=-0.346 total_charge=0 homo_lumo_gap_ev=10.275 smiles="O=C1NCCCN1" de_lowest_kj_mol=23.0 molar_mass_da=100.12
O 2.777 -0.469 0.052 0.032
C 1.576 -0.306 -0.105 -0.574
N 0.674 -1.340 -0.190 0.067
C -0.731 -1.038 -0.378 -0.192
C -1.109 0.120 0.541 -0.186
C -0.371 1.318 0.005 -0.207
N 1.018 0.952 -0.248 0.074
H 1.026 -2.243 0.088 0.143
H -0.891 -0.759 -1.431 0.124
H -1.411 -1.822 -0.077 0.114
H -0.791 -0.159 1.552 0.123
H -2.190 0.298 0.573 0.116
H -0.419 2.164 0.695 0.117
H -0.865 1.607 -0.933 0.115
H 1.707 1.675 -0.144 0.134

Entry 4:
20
Properties=species:S:1:pos:R:3:lowdin_charge:R:1 method="wB97M-V/def2-TZVPD" homo_ha="-0.465 / -0.465" total_charge=+1 homo_lumo_gap_ev="8.299 / 8.299" smiles="C[N+](C)(C)/C=C/SP=O" de_lowest_kj_mol=0.0 molar_mass_da=164.19
C -1.168 0.164 -1.458 0.028
N -0.681 -0.074 -0.033 -0.405
C -1.139 1.087 0.769 0.025
C -1.271 -1.297 0.452 -0.030
C 0.739 -0.021 -0.110 -0.186
C 1.688 -0.876 0.404 -0.481
S 3.378 -0.813 0.062 0.569
P 4.371 1.187 -0.064 0.713
O 3.394 2.000 0.636 -0.560
H -2.141 0.581 -1.597 0.103
H -0.405 0.688 -1.985 0.093
H -1.179 -0.869 -1.955 0.134
H -2.190 1.406 0.424 0.149
H -1.105 0.788 1.807 0.119
H -0.453 1.863 0.600 0.088
H -1.227 -2.147 -0.389 0.164
H -0.742 -1.712 1.340 0.115
H -2.311 -1.154 0.815 0.126
H 1.059 1.067 -0.485 0.166
H 1.385 -1.868 0.765 0.069

Entry 5:
65
Properties=species:S:1:pos:R:3:lowdin_charge:R:1 method="wB97M-V/def2-TZVPD" homo_ha=-0.403 total_charge=+1 homo_lumo_gap_ev=6.527 molar_mass_da=628.73
Ru -0.003 0.428 -1.962 0.616
S 2.050 -0.435 -2.177 0.411
P 1.630 -0.830 -0.207 0.512
C 0.032 -0.179 -0.078 -0.599
P -1.546 -0.864 -0.222 0.515
S -1.934 -0.635 -2.234 0.415
C -2.738 0.043 0.758 -0.350
C -3.856 -0.625 1.257 -0.070
C -4.810 0.073 1.986 -0.059
C -4.646 1.431 2.213 -0.058
C -3.533 2.096 1.713 -0.063
C -2.579 1.408 0.985 -0.081
C -1.689 -2.579 0.274 -0.378
C -1.286 -2.930 1.564 -0.081
C -1.368 -4.248 1.975 -0.060
C -1.861 -5.217 1.107 -0.060
C -2.265 -4.871 -0.172 -0.063
C -2.171 -3.552 -0.595 -0.097
C 1.765 -2.580 0.135 -0.345
C 2.344 -3.019 1.324 -0.065
C 2.392 -4.378 1.605 -0.061
C 1.865 -5.289 0.705 -0.060
C 1.289 -4.853 -0.484 -0.064
C 1.238 -3.502 -0.771 -0.099
C 2.770 0.013 0.880 -0.376
C 4.117 0.092 0.533 -0.087
C 5.007 0.736 1.376 -0.058
C 4.551 1.303 2.560 -0.058
C 3.209 1.227 2.904 -0.061
C 2.312 0.586 2.062 -0.081
H -3.991 -1.684 1.086 0.109
H -5.675 -0.448 2.373 0.113
H -5.387 1.973 2.786 0.113
H -3.410 3.156 1.893 0.111
H -1.710 1.930 0.603 0.099
H -0.911 -2.178 2.249 0.121
H -1.053 -4.520 2.973 0.116
H -1.932 -6.246 1.436 0.115
H -2.652 -5.625 -0.845 0.115
H -2.479 -3.282 -1.597 0.079
H 2.764 -2.310 2.025 0.108
H 2.849 -4.720 2.524 0.113
H 1.909 -6.349 0.924 0.115
H 0.887 -5.568 -1.189 0.117
H 0.803 -3.162 -1.704 0.102
H 4.476 -0.346 -0.391 0.103
H 6.053 0.800 1.106 0.114
H 5.247 1.812 3.213 0.113
H 2.860 1.674 3.825 0.112
H 1.260 0.543 2.317 0.103
C -1.440 5.330 -3.259 -0.044
C -0.018 4.849 -2.941 -0.630
C 0.478 5.512 -1.646 -0.046
C 0.934 5.184 -4.098 -0.044
C -0.031 3.393 -2.755 -0.085
C -0.049 2.169 -2.761 -0.181
H -1.422 6.407 -3.433 0.091
H -2.118 5.124 -2.431 0.087
H -1.829 4.842 -4.153 0.091
H 0.522 6.591 -1.802 0.091
H 1.475 5.162 -1.377 0.088
H -0.198 5.313 -0.815 0.084
H 0.922 6.261 -4.271 0.091
H 0.626 4.683 -5.016 0.091
H 1.954 4.881 -3.865 0.090

Entry 6:
82
Properties=species:S:1:pos:R:3:lowdin_charge:R:1 method="wB97M-V/def2-TZVPD" homo_ha=-0.294 total_charge=0 homo_lumo_gap_ev=1.818 molar_mass_da=928.56
Mg -1.269 3.851 0.217 1.135
Mg -1.509 -5.757 0.520 1.318
Cd 4.747 -2.487 -1.602 0.973
N -3.492 -4.327 4.840 -0.647
O -3.883 -3.152 4.664 0.031
O -2.736 -4.784 4.013 0.005
O -3.932 -5.025 5.745 0.065
N 1.036 -5.738 -3.675 -0.628
O 0.132 -6.005 -2.838 -0.045
O 1.233 -6.386 -4.693 0.065
O 1.887 -4.997 -3.235 0.017
N 3.331 -6.102 1.786 -0.634
O 2.090 -6.148 1.783 -0.024
O 4.017 -6.977 2.353 0.054
O 3.877 -5.119 1.339 0.023
N -2.157 1.924 -4.361 -0.679
O -1.839 2.577 -3.410 0.003
O -1.998 0.717 -4.353 0.037
O -2.785 2.418 -5.305 0.033
N 0.194 -0.874 0.202 -0.651
O -0.501 -1.901 0.187 -0.013
O 1.328 -0.924 -0.219 0.022
O -0.301 0.141 0.685 -0.007
N 3.762 4.328 -0.777 -0.651
O 4.127 5.498 -0.752 0.026
O 4.471 3.434 -1.181 0.050
O 2.573 4.082 -0.452 -0.043
N -0.924 4.366 4.349 0.043
C -1.692 3.644 5.268 -0.132
C -1.582 3.860 6.601 -0.119
C -0.566 4.564 7.146 -0.071
C 0.283 5.266 6.282 -0.074
C 0.023 5.234 4.927 -0.131
H -2.356 2.878 4.896 0.103
H -2.267 3.342 7.257 0.110
H -0.495 4.513 8.222 0.112
H 1.127 5.837 6.640 0.103
H 0.649 5.852 4.302 0.096
N -5.295 -4.702 -0.968 0.054
C -5.419 -4.027 -2.146 -0.158
C -6.555 -3.961 -2.937 -0.081
C -7.744 -4.370 -2.392 -0.079
C -7.752 -4.819 -1.075 -0.081
C -6.567 -4.791 -0.370 -0.131
H -4.543 -3.723 -2.700 0.102
H -6.546 -3.641 -3.968 0.110
H -8.677 -4.350 -2.935 0.108
H -8.608 -5.226 -0.557 0.104
H -6.554 -5.065 0.675 0.096
N -5.302 3.390 0.508 0.037
C -6.167 4.358 0.895 -0.161
C -7.559 4.267 1.063 -0.065
C -8.092 3.036 0.751 -0.090
C -7.296 1.996 0.307 -0.069
C -5.927 2.180 0.248 -0.121
H -5.725 5.322 1.103 0.091
H -8.235 5.109 1.105 0.106
H -9.172 3.018 0.777 0.107
H -7.748 1.026 0.168 0.105
H -5.183 1.461 -0.063 0.101
N 5.056 -0.114 -5.037 0.040
C 6.195 0.437 -5.626 -0.130
C 6.169 1.288 -6.748 -0.059
C 4.895 1.599 -7.276 -0.085
C 3.758 1.135 -6.699 -0.081
C 3.904 0.353 -5.566 -0.164
H 7.167 0.119 -5.279 0.088
H 7.075 1.561 -7.268 0.096
H 4.881 2.152 -8.204 0.104
H 2.752 1.329 -7.041 0.111
H 2.971 0.160 -5.056 0.102
N 7.318 -0.564 1.110 0.036
C 8.676 -0.200 0.886 -0.120
C 9.487 0.302 1.870 -0.119
C 9.015 0.677 3.101 -0.064
C 7.635 0.417 3.340 -0.056
C 6.851 -0.248 2.361 -0.146
H 9.065 -0.277 -0.119 0.094
H 10.524 0.508 1.648 0.102
H 9.666 1.203 3.783 0.105
H 7.153 0.562 4.296 0.092
H 5.846 -0.511 2.658 0.095